(1)
Formula: FH3OP2
Source: OMol25
Level of theory: ωB97M-V/def2-TZVPD

Element x y z (Å)
O1 0.36431 1.67486 -0.77486
F1 -0.55614 -1.91897 1.05452
P1 0.64122 0.04622 -0.63894
P2 -1.12490 -0.52336 0.45666
H1 1.25555 2.13553 -0.75638
H2 1.27827 -0.41021 1.30847
H3 -1.85832 -1.00407 -0.64947

Cartesian forces, eV/Å:
O 1.6706 0.2533 0.6619
F -0.3780 -0.0310 -0.3982
P 1.7670 -0.4861 2.0409
P -0.8112 0.3553 0.8590
H -1.5905 -0.5888 -0.2136
H -0.6596 1.0094 -2.8289
H 0.0018 -0.5122 -0.1211

Values from the calculation:
Charge: 0
Energy above the lowest of the compared OMol25 structures with the same formula, charge and spin in eV: 2.472
E_HOMO in eV: -8.78
Orbital gap in eV: 8.563


(2)
Formula: FH3OSi
Source: OMol25
Level of theory: ωB97M-V/def2-TZVPD

Element x y z (Å)
O1 0.66439 0.90923 -0.17127
F1 0.68388 -1.56799 -0.26873
Si1 -0.28411 -0.33640 0.23840
H1 0.40608 1.76568 -0.65459
H2 -0.20123 -0.63921 1.62236
H3 -1.26901 -0.13131 -0.76616

Cartesian forces, eV/Å:
O 0.1507 3.4031 -0.6720
F -1.0132 0.2617 0.2107
Si 3.0691 -0.8755 -1.9940
H 0.4425 -2.4353 1.3041
H -0.9123 0.1276 1.1306
H -1.7368 -0.4817 0.0205

Values from the calculation:
SMILES: O[SiH2]F
Charge: 0
Energy above the lowest of the compared OMol25 structures with the same formula, charge and spin in eV: 0.669
E_HOMO in eV: -11.51
Orbital gap in eV: 12.205


(3)
Formula: FH3P2S
Source: OMol25
Level of theory: ωB97M-V/def2-TZVPD

Element x y z (Å)
F1 -2.15254 -0.67415 -0.73881
P1 0.29535 0.91088 -1.31349
P2 -1.16128 0.22469 0.18746
S1 -1.29971 2.17367 -0.45947
H1 1.08900 1.02204 -0.11184
H2 1.39189 -1.55128 1.09602
H3 1.83729 -2.10585 1.34013

Cartesian forces, eV/Å:
F 0.0508 0.4061 0.2554
P -0.4202 0.3164 1.3900
P -0.3286 -0.8493 -0.4196
S 0.3685 -0.1207 -0.5211
H 0.3250 0.2503 -0.7050
H 0.2106 -0.2693 0.1247
H -0.2060 0.2666 -0.1244

Values from the calculation:
SMILES: FP1#S#[PH]1.[H][H]
Charge: 0
Energy above the lowest of the compared OMol25 structures with the same formula, charge and spin in eV: 0.302
E_HOMO in eV: -9.50
Orbital gap in eV: 9.671


(4)
Formula: FH48NO27PS3
Source: OMol25
Level of theory: ωB97M-V/def2-TZVPD

Element x y z (Å)
O1 -0.39307 3.81190 -0.17344
S1 -0.72495 2.67476 -1.01308
O2 -0.30766 2.85308 -2.38653
F1 -2.28112 2.57396 -1.07914
N1 -0.10069 1.30508 -0.53436
S2 -0.62666 0.71000 0.89157
O3 -1.78787 1.36245 1.47214
O4 -0.83916 -0.72118 0.73035
P1 0.90100 0.86047 2.44822
S3 0.50657 -0.54350 3.72366
H1 2.20140 0.73860 1.93088
H2 0.69574 2.09660 3.07759
O5 -4.35933 2.91162 1.98282
H3 -4.05976 3.74032 1.58199
H4 -3.56000 2.36383 1.98755
O6 -4.76417 4.24285 4.40866
H5 -4.83624 3.59705 3.67187
H6 -4.80878 3.71707 5.21279
O7 2.14093 4.80544 -1.26494
H7 2.04593 4.74598 -2.21977
H8 1.25878 4.58812 -0.92642
O8 0.38626 2.26630 5.30645
H9 -0.55099 2.41441 5.48576
H10 0.66870 1.63113 5.97000
O9 0.24046 4.36126 -4.78425
H11 0.06558 3.91097 -3.94564
H12 -0.37701 3.95250 -5.39665
O10 0.49589 -3.07354 -1.29439
H13 0.24575 -2.25699 -0.83376
H14 -0.32126 -3.59373 -1.32318
O11 -2.34616 2.31818 4.29347
H15 -3.02846 2.97763 4.47147
H16 -2.82753 1.51599 4.05713
O12 3.07305 -0.69645 5.32582
H17 3.92240 -0.25968 5.44659
H18 3.29019 -1.56022 4.96329
O13 3.14193 -2.39000 -2.47559
H19 2.89735 -2.54472 -3.39409
H20 2.32837 -2.55989 -1.98342
O14 2.45330 -4.66241 0.53213
H21 2.34884 -5.50485 0.08447
H22 1.99769 -4.03093 -0.04339
O15 -1.67998 -5.50276 -1.68276
H23 -1.69667 -6.05138 -0.89234
H24 -1.96932 -6.08720 -2.39057
O16 2.10791 1.42707 -4.31373
H25 1.49181 1.97347 -3.80426
H26 2.10144 1.81909 -5.19855
O17 -0.56646 -2.07604 5.89772
H27 -1.49077 -1.88836 6.09043
H28 -0.29497 -2.69908 6.58081
O18 -3.10470 -1.10805 4.02967
H29 -3.42877 -1.97518 4.28621
H30 -2.62279 -1.25532 3.20494
O19 -2.77773 5.22091 0.65506
H31 -2.59857 6.10916 0.33922
H32 -1.90612 4.80339 0.71739
O20 4.05356 0.55537 -1.63362
H33 3.96785 -0.28844 -2.10044
H34 3.58622 1.18445 -2.19195
O21 2.43873 -4.36380 -4.39415
H35 2.43140 -5.02510 -5.09102
H36 2.55524 -4.86152 -3.57883
O22 2.97199 1.56843 -7.19698
H37 3.92473 1.58848 -7.32393
H38 2.75073 0.63174 -7.20271
O23 -0.45845 -5.05601 5.25251
H39 -0.27290 -4.18720 4.86876
H40 0.38450 -5.51635 5.22752
O24 -4.06851 -3.72696 -2.21580
H41 -3.83410 -2.92592 -2.69853
H42 -3.23323 -4.20765 -2.20010
O25 7.21031 0.67827 -1.04472
H43 6.26726 0.77175 -0.84914
H44 7.53840 0.08799 -0.36218
O26 -3.12936 -1.08441 -2.65185
H45 -3.14313 -0.81793 -1.72624
H46 -2.75257 -0.32809 -3.12447
O27 -1.95421 -0.37200 -5.00600
H47 -1.01584 -0.35933 -5.24960
H48 -2.18817 -1.30499 -5.01041

Cartesian forces, eV/Å:
O -0.9871 -0.5793 0.1474
S 2.6873 0.5894 -0.9555
O -0.5232 -0.2352 0.2440
F 0.0723 -0.1458 0.3118
N -1.4868 0.3260 0.8028
S -0.9966 -1.1296 -0.5049
O 0.5043 0.5858 -0.3087
O 0.7415 0.4056 -0.3744
P -0.1998 -1.1095 1.5518
S -0.1159 -0.0112 -0.5309
H -0.1829 0.5080 -0.5407
H 0.1700 0.3330 -0.6479
O -0.0347 -0.0162 0.0575
H 0.0529 0.0748 -0.0926
H 0.0191 0.0127 -0.0944
O 0.0676 -0.3871 0.0521
H 0.0962 0.3118 -0.0612
H -0.2244 0.0567 0.0581
O -0.0839 0.0488 0.0089
H 0.0157 0.0026 -0.0468
H 0.1523 0.0060 0.0244
O 0.1429 0.4873 0.4612
H -0.1392 -0.1470 -0.3827
H 0.0405 -0.2046 -0.1652
O 0.1020 -0.0747 -0.0399
H -0.1464 0.0583 0.1267
H -0.0184 0.0192 -0.0317
O -0.1311 0.0569 0.2250
H -0.0860 0.0161 0.0627
H 0.2194 0.0391 -0.0892
O -0.0814 0.0286 0.3651
H 0.0652 0.1719 -0.2265
H 0.2153 -0.1467 0.0355
O 0.3946 0.0848 0.3379
H 0.0267 -0.0258 0.0092
H -0.1166 -0.0035 -0.1411
O 0.1965 0.1107 0.0894
H -0.0153 -0.0332 -0.0026
H -0.1087 0.0643 -0.0967
O 0.0176 0.0077 -0.0313
H 0.0070 -0.0476 -0.0239
H -0.1359 0.0098 0.0716
O 0.0981 -0.0549 -0.0834
H -0.0535 0.0928 0.1050
H 0.0465 -0.0023 -0.0518
O -0.2462 0.1446 -0.0065
H 0.0228 -0.1731 0.0108
H 0.2213 0.0346 0.1169
O 0.0230 -0.3590 0.3078
H -0.0365 0.1591 -0.1981
H -0.0326 0.0060 0.0417
O -0.0983 0.0364 0.0272
H -0.0512 -0.0489 -0.1003
H 0.1936 0.1191 0.0885
O -0.0674 -0.0727 0.1999
H -0.0356 0.0388 -0.0079
H -0.0018 -0.0598 -0.1579
O 0.2159 -0.1050 0.0497
H -0.1459 -0.0500 0.1213
H -0.0608 0.0377 -0.0793
O -0.0762 -0.1543 -0.1671
H -0.0005 0.0086 -0.0586
H 0.0536 0.1301 0.1075
O -0.1029 -0.0737 -0.1212
H 0.0496 0.0812 0.0997
H -0.0139 -0.0162 0.0486
O 0.0835 0.0843 0.0225
H -0.1281 0.0503 0.0351
H 0.0233 -0.0361 -0.0601
O 0.0964 -0.2950 -0.2795
H -0.1158 0.4037 0.1198
H -0.0332 -0.0831 0.3286
O -0.0091 0.0320 0.1503
H -0.1358 -0.0192 -0.3007
H 0.0158 -0.0330 0.0214
O -0.0386 0.2602 0.1379
H -0.0039 -0.1207 0.0643
H 0.0698 -0.1972 -0.1092
O 0.4056 0.0594 -0.3851
H -0.2761 0.1109 0.2249
H -0.0474 -0.0542 0.0834

Values from the calculation:
Charge: -1
E_HOMO in eV: -5.82
Orbital gap in eV: 7.314


(5)
Formula: FH4NSi
Source: OMol25
Level of theory: ωB97M-V/def2-TZVPD

Element x y z (Å)
N1 -1.57585 -0.38949 0.88550
F1 1.14941 -0.04330 -0.95042
Si1 2.24904 0.99264 -1.64597
H1 -2.35246 -0.65171 1.45935
H2 -0.81277 -0.42057 1.56643
H3 -1.74673 0.59371 0.58074
H4 3.08936 -0.08126 -1.89564

Cartesian forces, eV/Å:
N 0.3153 0.8278 -0.0068
F 0.4015 0.9058 -0.2979
Si -2.4165 1.0370 1.0172
H -0.8415 -0.1262 0.0860
H 0.0704 0.3927 -0.6001
H 0.4223 -1.1166 0.5189
H 2.0485 -1.9206 -0.7173

Values from the calculation:
Charge: 0
Energy above the lowest of the compared OMol25 structures with the same formula, charge and spin in eV: 2.489
E_HOMO in eV: -9.23
Orbital gap in eV: 8.574


(6)
Formula: FH5N3OP
Source: OMol25
Level of theory: ωB97M-V/def2-TZVPD

Element x y z (Å)
N1 -1.12764 -0.76654 -0.58497
N2 1.41625 -0.86041 0.01694
N3 0.20667 1.29673 1.01879
O1 0.54498 1.04393 -1.59012
F1 -0.98744 1.00970 1.65981
P1 0.30274 0.18049 -0.44232
H1 -1.62582 -1.02639 0.23503
H2 -1.91369 -0.36052 -1.14124
H3 1.17178 -1.25686 0.92426
H4 1.99915 -1.35093 -0.62557
H5 0.01303 2.09079 0.52939

Cartesian forces, eV/Å:
N -0.4814 1.5606 -1.1276
N 0.5438 -0.3214 1.4396
N 1.4614 -4.2385 -0.5542
O 0.3097 0.0197 -0.7072
F -1.2354 -0.1572 0.9625
P -2.3693 1.0393 0.5925
H 0.2286 -0.4989 1.2255
H 1.4137 0.0139 0.1621
H 0.7840 -0.3173 -0.4419
H 0.1050 -0.4311 -0.1090
H -0.7602 3.3310 -1.4423

Values from the calculation:
SMILES: NP(N)(=O)NF
Charge: 0
Energy above the lowest of the compared OMol25 structures with the same formula, charge and spin in eV: 0.000
E_HOMO in eV: -10.18
Orbital gap in eV: 10.896


(7)
Formula: FHI2OP
Source: OMol25
Level of theory: ωB97M-V/def2-TZVPD

Element x y z (Å)
O1 -3.67348 -0.01753 -2.27529
F1 -0.27493 0.01082 0.14261
P1 -4.22586 0.10413 -0.96624
I1 -4.31627 2.24578 0.13387
I2 -5.09126 -1.83615 0.18306
H1 0.65663 0.00740 0.18860

Cartesian forces, eV/Å:
O 0.4962 -0.1132 -1.2500
F 0.2787 0.0164 0.0160
P -0.8899 0.1724 2.3622
I 0.0148 -1.2538 -0.5268
I 0.4788 1.1857 -0.5749
H -0.3786 -0.0076 -0.0265

Values from the calculation:
Charge: +1
Energy above the lowest of the compared OMol25 structures with the same formula, charge and spin in eV: 2.019
E_HOMO in eV: -15.41
Orbital gap in eV: 7.991


(8)
Formula: FHN2O2S
Source: OMol25
Level of theory: ωB97M-V/def2-TZVPD

Element x y z (Å)
N1 -1.47624 0.69999 -1.95173
N2 -1.15118 -0.15316 -0.81609
O1 -2.32826 0.26183 -2.67967
O2 -0.84983 1.67840 -2.04104
F1 -2.07968 -1.16293 -0.88240
S1 0.51062 -0.60954 -0.81096
H1 0.86803 -0.64396 0.50898

Cartesian forces, eV/Å:
N -1.0872 -2.4659 -0.9406
N 0.1974 0.5869 1.3378
O -0.1115 0.5465 0.0614
O 1.3445 2.2873 0.1063
F 0.5809 -0.7553 0.2680
S 0.0159 -0.5855 -0.4969
H -0.9401 0.3859 -0.3361

Values from the calculation:
SMILES: O=[N+]([O-])N(F)S
Charge: 0
Energy above the lowest of the compared OMol25 structures with the same formula, charge and spin in eV: 3.350
E_HOMO in eV: -10.74
Orbital gap in eV: 10.499


(9)
Formula: FHNO3
Source: OMol25
Level of theory: ωB97M-V/def2-TZVPD

Element x y z (Å)
N1 0.14587 0.51471 0.21473
O1 0.03550 0.08904 1.32751
O2 -0.15368 1.57916 -0.25554
O3 -0.50469 -1.43889 -0.67903
F1 1.89948 0.44183 -0.03264
H1 -1.42248 -1.18585 -0.57502

Cartesian forces, eV/Å:
N 1.0866 0.2522 2.3791
O -0.3370 0.3790 -1.3093
O -0.3432 -1.8535 -0.6061
O 0.8271 1.3599 -0.0850
F -0.7892 -0.2615 -0.4161
H -0.4442 0.1239 0.0375

Values from the calculation:
Charge: -1
Energy above the lowest of the compared OMol25 structures with the same formula, charge and spin in eV: 1.400
E_HOMO (alpha / beta) in eV: -4.57 / -4.55
Orbital gap (alpha / beta) in eV: 7.634 / 7.609


(10)
Formula: FHO3S
Source: OMol25
Level of theory: ωB97M-V/def2-TZVPD

Element x y z (Å)
O1 2.16992 0.37003 -0.18668
O2 -1.38160 -0.58479 0.47334
O3 -0.09543 -0.68895 -0.34709
F1 0.14663 1.80932 -0.40401
S1 0.90730 0.50610 0.40096
H1 -1.74682 -1.41171 0.06348

Cartesian forces, eV/Å:
O 1.7275 -0.0939 -0.6279
O -7.8373 -0.7611 4.1204
O 8.5476 1.0833 -3.6484
F 0.8428 -1.6418 0.9404
S -3.2112 0.4888 -1.2936
H -0.0695 0.9247 0.5091

Values from the calculation:
⟨S²⟩: 2.015
Charge: 0
E_HOMO (alpha / beta) in eV: -8.21 / -11.47
Orbital gap (alpha / beta) in eV: 8.609 / 8.678
2S+1: 3


What are the calculated total energy values for these records? In order: -23389.2901, -12693.1838, -32178.9311, -102067.2548, -12149.4494, -18604.9624, -30263.6279, -20637.6266, -10361.2180, -19704.3744 eV.